No. 1
Entry from OMol25: C35H37FP2Sn as an isolated structure (the ωB97M-V functional and the def2-TZVPD basis).

Last column: Mulliken charge in e.
Element x y z (Å)
1 Sn 1.8389 -1.8717 6.2281  0.8310
2 C -2.5705 0.0430 7.1778  -0.4011
3 C -2.6297 -0.2412 5.8747  -0.2527
4 C -2.9046 0.7404 4.7905  -0.9472
5 C -1.6570 1.3998 4.1265  0.0715
6 C -0.5983 1.9217 5.0236  -0.4374
7 C -0.7721 2.3713 6.2741  -0.1710
8 C -2.0783 2.5742 6.9161  -0.9315
9 C -2.5977 1.3701 7.7905  -0.6643
10 C 2.8105 0.1070 5.9960  -1.2868
11 H -2.4220 -0.7799 7.8865  0.3359
12 H -2.4794 -1.2851 5.5384  0.3710
13 H -3.6165 1.5336 5.0606  0.4298
14 H -3.3902 0.1863 3.9678  0.4573
15 H -1.1769 0.6384 3.5048  -0.2785
16 H -2.0561 2.1346 3.4101  0.3185
17 H 0.4194 1.8045 4.6381  0.3767
18 H 0.1100 2.5650 6.8852  0.2928
19 H -2.9030 2.8616 6.2553  0.3839
20 H -1.9670 3.3802 7.6476  0.3896
21 H -1.9458 1.2876 8.6648  0.3656
22 H -3.5721 1.6976 8.1862  0.2922
23 H 3.5301 0.1110 6.8266  0.3756
24 H 2.3786 1.1340 6.0580  0.2379
25 H 3.5080 0.0810 5.1107  0.4126
26 P 0.1461 -2.3999 -2.9339  -0.0027
27 P 2.1532 0.4120 -3.1879  0.0018
28 C -0.4110 -0.7586 -3.5707  -0.5635
29 C 0.3736 0.3625 -3.6003  -0.2904
30 C -0.7537 -3.5055 -4.0809  0.3414
31 C -1.9393 -3.1887 -4.7656  0.1228
32 C -2.5739 -4.1369 -5.5880  -0.6996
33 C -2.0219 -5.4253 -5.7140  -0.3795
34 C -0.8290 -5.7523 -5.0390  -0.5729
35 C -0.2018 -4.7941 -4.2474  -0.3417
36 C -0.8685 -2.4537 -1.3813  0.6236
37 C -0.5063 -1.5886 -0.3377  -0.8376
38 C -1.2547 -1.5927 0.8319  -0.1765
39 C -2.3660 -2.4190 0.9677  -0.5462
40 C -2.7052 -3.2839 -0.0672  -0.5082
41 C -1.9597 -3.3184 -1.2440  -0.5062
42 C 2.7409 1.1794 -4.7908  0.3495
43 C 2.7103 0.3873 -5.9624  -0.3517
44 C 3.0708 0.9299 -7.1982  -0.6006
45 C 3.4604 2.2793 -7.2756  -0.3732
46 C 3.5276 3.0685 -6.1175  -0.6318
47 C 3.1813 2.5115 -4.8754  -0.1811
48 C 2.1666 1.8489 -2.0453  0.4371
49 C 3.2922 1.9362 -1.2124  -0.4765
50 C 3.4346 3.0227 -0.3638  -0.5354
51 C 2.4721 4.0282 -0.3185  -0.5780
52 C 1.3499 3.9294 -1.1365  -0.6084
53 C 1.1815 2.8410 -1.9942  0.0250
54 H -1.4483 -0.7344 -3.9606  0.3023
55 H -0.0158 1.2891 -4.0738  0.5946
56 H -2.3971 -2.2043 -4.6775  0.1264
57 H -3.4990 -3.8631 -6.1214  0.3665
58 H -2.5306 -6.1708 -6.3390  0.3487
59 H -0.4060 -6.7590 -5.1419  0.3711
60 H 0.7325 -5.0406 -3.7448  0.3546
61 H 0.3482 -0.9236 -0.4753  0.3623
62 H -0.9618 -0.9323 1.6306  0.4371
63 H -2.9551 -2.3855 1.8784  0.3911
64 H -3.5625 -3.9328 0.0331  0.3779
65 H -2.2358 -4.0037 -2.0516  0.2773
66 H 2.3628 -0.6497 -5.8990  0.3521
67 H 3.0211 0.3076 -8.0984  0.3592
68 H 3.7183 2.7056 -8.2500  0.3421
69 H 3.8269 4.1212 -6.1864  0.3621
70 H 3.2214 3.1502 -3.9890  0.2579
71 H 4.0568 1.1613 -1.2666  0.3677
72 H 4.3113 3.0924 0.2631  0.4164
73 H 2.5851 4.8767 0.3498  0.4040
74 H 0.5921 4.7019 -1.1243  0.4089
75 H 0.3041 2.7823 -2.6390  0.2589
76 F 0.8032 -0.4734 7.2940  -0.5499

Force components x, y, z for each atom (eV/Å):
Sn -0.6 2.9 0.8
C -0.1 -1.4 -0.7
C 0.0 -0.5 0.5
C -0.1 0.3 -1.2
C -0.8 -0.5 -0.4
C 0.5 0.3 1.0
C 0.7 -0.5 -1.3
C -1.2 -0.2 1.4
C 0.5 1.6 0.4
C 2.2 -0.1 -1.6
H 0.0 0.2 -0.4
H -0.1 0.6 0.3
H 0.2 -0.5 0.2
H 0.0 0.2 0.2
H 0.0 0.0 -0.1
H 0.3 0.1 0.1
H -0.2 0.1 0.2
H -0.1 0.0 -0.2
H 0.5 0.1 -0.1
H -0.1 0.2 -0.2
H 0.0 0.2 0.1
H 0.0 -0.4 -0.1
H 0.0 -0.2 0.2
H -0.5 -1.2 -0.2
H -0.5 0.3 0.5
P 0.2 0.5 0.1
P 0.0 -0.1 -0.2
C 0.6 1.1 -0.1
C -1.2 -1.1 -0.8
C -0.3 -0.5 -0.2
C -0.1 -0.5 -0.3
C 0.4 -0.2 0.2
C 0.0 0.3 0.2
C -0.6 0.1 -0.3
C -0.3 0.3 0.0
C -0.1 -0.1 -0.6
C -0.3 -0.5 -0.4
C 0.1 0.1 -0.2
C 0.2 -0.1 -0.2
C 0.1 0.0 0.0
C 0.1 0.2 0.2
C -0.1 0.2 -0.1
C 0.0 0.3 0.3
C -0.1 0.3 0.3
C 0.0 -0.1 0.2
C -0.1 -0.5 -0.2
C -0.1 0.0 -0.4
C 0.2 -0.1 -0.1
C -0.4 0.2 -0.3
C 0.1 0.2 0.1
C -0.1 -0.3 -0.2
C -0.1 -0.2 -0.1
C 0.4 0.1 0.2
H 0.7 0.4 0.4
H 0.0 -0.7 0.4
H 0.1 -0.3 0.0
H 0.6 -0.2 0.3
H 0.3 0.3 0.3
H -0.1 0.5 0.1
H -0.2 0.1 0.0
H -0.2 -0.1 0.2
H 0.0 0.1 0.2
H 0.0 -0.1 -0.1
H -0.1 -0.1 0.0
H 0.1 0.3 0.3
H 0.2 0.3 0.0
H 0.1 0.3 0.4
H -0.1 -0.1 0.4
H -0.1 -0.5 0.1
H 0.0 -0.3 -0.2
H -0.2 0.2 0.1
H 0.1 0.0 0.1
H 0.0 -0.1 -0.1
H 0.0 0.0 0.1
H 0.2 0.1 0.2
F -0.6 -1.6 0.3

- Charge: 0
- DFT total energy: -2352.63483 Ha



No. 2
Entry from OMol25: C35H37HfIP2 as an isolated structure (the ωB97M-V functional and the def2-TZVPD basis).

Last column: Mulliken charge in e.
Element x y z (Å)
1 Hf -0.9832 -0.5563 1.9612  0.5989
2 C -1.6616 -2.4796 4.0524  -0.4326
3 C -0.7930 -2.7676 2.9492  -0.1088
4 C -1.2674 -3.8691 1.9578  -0.8000
5 C -1.8941 -3.3697 0.6225  -0.9716
6 C -2.6287 -2.0029 0.7926  -0.0099
7 C -3.6459 -1.8850 1.7701  0.1050
8 C -3.9376 -2.9078 2.8034  -0.9832
9 C -3.0384 -3.0184 4.0910  -0.8416
10 C 0.6973 0.7809 2.0199  -0.8375
11 H -1.2314 -2.3523 5.0630  0.3429
12 H 0.2821 -2.7991 3.2041  0.8191
13 H -2.0229 -4.4832 2.4893  0.3930
14 H -0.4329 -4.5580 1.7309  0.3823
15 H -1.0872 -3.3047 -0.1449  0.1912
16 H -2.5834 -4.1572 0.2052  0.4955
17 H -2.7800 -1.4651 -0.1565  0.5657
18 H -4.3935 -1.0973 1.5974  0.3502
19 H -4.0154 -3.9001 2.3053  0.4221
20 H -4.9666 -2.7044 3.1511  0.4413
21 H -3.6027 -2.5538 4.9081  0.5071
22 H -2.9815 -4.1066 4.3292  0.3659
23 H 0.5673 1.5937 2.7387  0.7106
24 H 0.7565 1.2779 0.9701  0.0790
25 H 1.6786 0.3145 2.2605  0.3507
26 P 2.0731 0.4712 -0.5770  1.1810
27 P -0.6018 1.6940 -0.8868  0.7645
28 C 1.1153 -0.0072 -2.0239  -0.5982
29 C -0.1460 0.4873 -2.1322  -0.7113
30 C 3.6463 0.9813 -1.4105  0.1175
31 C 4.0200 0.4909 -2.6690  -0.4495
32 C 5.3079 0.7310 -3.1692  -0.7304
33 C 6.2305 1.5177 -2.4671  -0.5410
34 C 5.8169 2.0974 -1.2557  -0.5860
35 C 4.5440 1.8300 -0.7118  -0.1374
36 C 2.6596 -1.0762 0.2124  -0.4392
37 C 1.7180 -2.0649 0.5615  1.2513
38 C 2.1444 -3.3042 1.0437  -1.0774
39 C 3.4816 -3.4592 1.4410  -0.6440
40 C 4.4224 -2.4514 1.1347  -0.7557
41 C 4.0150 -1.3264 0.4198  -0.6365
42 C -0.3423 3.2687 -1.9012  0.4094
43 C 0.9450 3.6113 -2.3728  -0.3821
44 C 1.0923 4.5397 -3.4148  -0.6633
45 C -0.0312 5.2032 -3.9369  -0.5121
46 C -1.2945 4.9317 -3.3999  -0.7136
47 C -1.4530 3.9568 -2.4023  -0.3998
48 C -2.4315 1.6303 -0.6678  0.5305
49 C -2.9605 2.4517 0.3508  -0.5441
50 C -4.3235 2.3958 0.6506  -0.6849
51 C -5.1471 1.5046 -0.0527  -0.6270
52 C -4.6162 0.6962 -1.0628  -0.5718
53 C -3.2662 0.7923 -1.4155  -0.7068
54 H 1.6382 -0.5807 -2.7955  0.6787
55 H -0.8051 0.2103 -2.9578  0.6092
56 H 3.3006 -0.0926 -3.2506  0.1589
57 H 5.5946 0.3066 -4.1260  0.4278
58 H 7.2422 1.7038 -2.8607  0.3996
59 H 6.4961 2.7752 -0.7260  0.3966
60 H 4.2233 2.2459 0.2595  0.3609
61 H 0.6633 -1.8233 0.3280  0.1582
62 H 1.4301 -4.1548 1.1105  0.3128
63 H 3.8062 -4.3404 1.9974  0.4048
64 H 5.4775 -2.5361 1.4225  0.4315
65 H 4.7394 -0.6724 -0.0483  0.3342
66 H 1.8303 3.1507 -1.9309  0.4122
67 H 2.0776 4.7579 -3.8286  0.4290
68 H 0.0840 5.9370 -4.7452  0.3843
69 H -2.1798 5.4623 -3.7558  0.4006
70 H -2.4458 3.7191 -2.0172  0.2912
71 H -2.2804 3.1125 0.9042  0.5131
72 H -4.7184 3.0454 1.4370  0.4923
73 H -6.2127 1.4728 0.2015  0.4145
74 H -5.2598 -0.0074 -1.5819  0.4338
75 H -2.8421 0.2338 -2.2474  0.3722
76 I -2.5121 0.8518 3.6549  -0.0944

Force components x, y, z for each atom (eV/Å):
Hf 0.4 1.7 0.4
C 2.0 -2.6 -1.1
C -1.0 -0.4 2.0
C -0.5 -0.1 -0.2
C 0.6 0.1 -0.1
C -2.0 -1.6 0.5
C 1.4 0.0 -2.7
C -0.9 -0.5 0.5
C -1.3 0.5 -0.3
C 0.4 -0.1 -0.3
H -0.1 1.0 -0.7
H -0.3 0.4 -0.1
H 0.6 0.3 -0.3
H -0.3 0.5 0.3
H -0.6 0.2 0.5
H 0.4 0.9 0.5
H 0.0 0.4 0.5
H 0.5 -0.1 0.3
H 0.3 0.6 0.1
H 0.5 -0.1 0.0
H 0.3 -0.2 -0.1
H 0.3 0.6 0.1
H -0.2 0.0 0.1
H 0.1 -0.9 2.1
H -0.5 0.2 -0.2
P 2.1 1.0 -0.9
P -0.9 1.2 -0.1
C -1.0 -0.2 -0.3
C 0.9 -1.1 -0.2
C 0.4 0.5 0.1
C 0.3 0.1 0.2
C 0.0 0.1 0.0
C -0.6 0.1 0.3
C -0.2 0.1 0.2
C -0.1 -0.4 -0.5
C -0.5 -0.7 -0.5
C 0.6 0.4 -0.2
C -0.5 -0.3 0.4
C 0.4 0.6 -0.1
C -0.5 -0.4 0.2
C -0.2 -0.3 0.0
C 0.1 -0.2 -0.3
C -0.3 0.0 -0.1
C -0.4 0.0 0.3
C 0.0 -0.2 0.3
C 0.1 -0.1 0.2
C 0.2 0.1 -0.1
C 0.3 0.2 -0.3
C -0.1 -0.5 -0.1
C 0.3 0.0 -0.2
C 0.0 0.2 0.3
C 0.0 0.1 0.0
C -0.1 0.2 0.6
H -0.8 -0.2 0.2
H 0.3 0.3 -0.1
H 0.7 0.2 0.1
H -0.1 0.0 0.1
H -0.7 -0.1 0.2
H -0.3 -0.3 -0.2
H 0.4 -0.1 -0.6
H 0.1 -0.5 -0.2
H 0.7 0.8 0.2
H -0.2 0.1 -0.4
H -0.5 -0.2 -0.2
H 0.1 0.1 0.4
H -0.2 0.0 -0.3
H -0.2 -0.1 0.3
H -0.1 -0.4 0.4
H 0.3 -0.2 0.0
H 0.2 0.2 -0.3
H -0.3 -0.2 -0.2
H 0.0 -0.3 -0.3
H 0.4 -0.1 -0.2
H 0.0 0.2 -0.1
H -0.3 0.0 0.2
I 0.2 -0.6 -0.1

- Charge: +2
- DFT total energy: -2383.59068 Ha



No. 3
Entry from OMol25: C35H37IP2Ti as an isolated structure (the ωB97M-V functional and the def2-TZVPD basis).

Last column: Mulliken charge in e.
Element x y z (Å)
1 Ti -0.2343 1.4122 -2.1862  0.3610
2 C -1.9585 1.4240 -3.1193  -0.0495
3 C -1.7997 0.1388 -2.5100  -0.2691
4 C -1.3005 -1.0446 -3.2971  -0.9048
5 C 0.1420 -0.9041 -3.8370  -1.1838
6 C 1.0130 0.1001 -3.1166  0.0632
7 C 1.1704 1.4489 -3.5482  -0.6603
8 C 0.2267 2.1349 -4.5077  -0.9483
9 C -1.3152 1.7827 -4.4401  -0.9352
10 C -0.9208 -0.2661 3.4657  -1.1319
11 H -2.7687 2.0773 -2.7773  0.6041
12 H -2.3935 -0.0986 -1.6213  0.5673
13 H -1.9585 -1.2397 -4.1600  0.4790
14 H -1.3648 -1.9556 -2.6848  0.0801
15 H 0.6185 -1.8922 -3.7231  0.4329
16 H 0.1055 -0.7268 -4.9263  0.3212
17 H 1.8176 -0.3365 -2.5124  0.7950
18 H 2.0592 2.0074 -3.2643  0.5472
19 H 0.5254 1.8534 -5.5239  0.3736
20 H 0.3547 3.2210 -4.4457  0.4369
21 H -1.8149 2.7008 -4.7764  0.3489
22 H -1.5149 1.0187 -5.2101  0.3303
23 H -1.4973 0.6214 3.7439  0.4167
24 H 0.1441 -0.0085 3.4034  0.2421
25 H -1.0680 -1.0533 4.2050  0.4251
26 P -1.5092 -0.8252 1.9091  2.4211
27 P 2.1522 0.1956 2.0360  -0.1286
28 C -0.1946 -0.9173 0.7235  -0.3854
29 C 1.0842 -0.4364 0.7171  -0.5048
30 C -2.3288 -2.4140 1.8455  -0.0430
31 C -2.4595 -3.1370 0.6442  -0.1399
32 C -3.2782 -4.2704 0.6158  -0.6327
33 C -3.9392 -4.6832 1.7831  -0.4830
34 C -3.7612 -3.9900 2.9891  -0.6587
35 C -2.9415 -2.8611 3.0269  -0.3730
36 C -2.8050 0.3674 1.3755  0.1176
37 C -2.4393 1.6410 0.9084  -0.3101
38 C -3.3929 2.5225 0.4017  -0.4905
39 C -4.7600 2.2244 0.5026  -0.6696
40 C -5.1378 1.0153 1.1017  -0.5839
41 C -4.1785 0.0593 1.4499  -0.3349
42 C 3.6289 -0.9265 1.9067  0.3687
43 C 3.4118 -2.3157 2.0294  -0.4035
44 C 4.4839 -3.2085 2.0105  -0.6006
45 C 5.7876 -2.7348 1.8499  -0.4105
46 C 6.0156 -1.3641 1.6950  -0.6278
47 C 4.9451 -0.4644 1.7292  -0.3283
48 C 2.7978 1.7462 1.3099  0.6102
49 C 2.9058 2.8910 2.1254  -0.5777
50 C 3.3390 4.1007 1.5700  -0.5069
51 C 3.6676 4.1700 0.2131  -0.4840
52 C 3.5567 3.0344 -0.5881  -0.8602
53 C 3.1780 1.8090 -0.0326  -0.0317
54 H -0.4954 -1.3909 -0.2351  -0.2798
55 H 1.6235 -0.4705 -0.2406  0.1420
56 H -1.9438 -2.8301 -0.2699  0.1553
57 H -3.4102 -4.8232 -0.3154  0.4222
58 H -4.6043 -5.5440 1.7518  0.3751
59 H -4.2666 -4.3092 3.8984  0.3948
60 H -2.7881 -2.3131 3.9546  0.2596
61 H -1.3941 1.9649 0.8917  0.3761
62 H -3.0466 3.4544 -0.0521  0.3934
63 H -5.5187 2.9096 0.1135  0.3874
64 H -6.1990 0.7947 1.2468  0.3702
65 H -4.4978 -0.9482 1.7254  0.2818
66 H 2.3909 -2.6862 2.1425  0.3220
67 H 4.2891 -4.2808 2.1255  0.3544
68 H 6.6280 -3.4353 1.8458  0.3488
69 H 7.0333 -0.9899 1.5458  0.3555
70 H 5.1325 0.6072 1.6177  0.3006
71 H 2.6598 2.8151 3.1845  0.3298
72 H 3.4125 4.9847 2.2041  0.3760
73 H 3.9968 5.1211 -0.2170  0.3569
74 H 3.7633 3.0910 -1.6564  0.3191
75 H 3.1590 0.9154 -0.6569  0.5302
76 I -0.0204 3.7198 -1.0834  -0.5615

Force components x, y, z for each atom (eV/Å):
Ti -0.2 0.3 3.9
C -1.7 0.2 -0.5
C -1.0 -0.5 0.0
C -0.4 -0.5 -0.1
C 0.3 -0.8 -0.4
C 1.6 -0.5 -1.0
C 1.4 -0.1 -1.0
C 0.6 -0.2 -0.8
C -0.9 0.1 -0.8
C -0.1 0.2 1.0
H 0.4 -0.2 -0.1
H -0.1 0.3 -0.4
H 0.0 0.1 0.2
H 0.0 0.3 0.0
H -0.1 0.3 -0.1
H 0.1 0.2 0.4
H -0.2 0.3 -0.3
H -0.1 -0.1 0.0
H -0.2 0.1 0.0
H 0.0 -0.3 0.2
H 0.1 -0.3 0.0
H 0.1 0.1 0.3
H 0.1 -0.2 0.1
H -0.2 -0.1 0.0
H 0.1 0.1 0.2
P 1.5 0.3 -3.5
P -0.2 -0.4 0.0
C -2.6 -1.2 0.3
C 2.7 1.4 -0.2
C -0.4 -0.3 0.6
C -0.3 -0.2 0.2
C 0.1 0.3 0.4
C 0.1 0.3 0.2
C 0.1 -0.1 -0.3
C -0.2 -0.3 -0.7
C -0.9 0.3 0.4
C 0.1 -0.1 -0.1
C -0.3 0.0 0.1
C 0.4 -0.3 0.3
C -0.1 0.0 -0.4
C 0.2 0.1 -0.2
C 0.2 -0.2 -0.3
C 0.3 0.4 0.0
C -0.2 0.1 0.0
C 0.1 0.1 0.0
C -0.1 -0.1 0.1
C -0.2 -0.2 0.1
C 0.4 0.2 0.2
C 0.0 -0.2 -0.7
C 0.0 -0.3 0.0
C -0.2 0.1 0.2
C 0.2 -0.3 0.1
C -0.1 0.8 0.0
H -0.1 0.3 0.7
H -0.4 -0.3 0.3
H -0.2 0.0 0.4
H 0.1 0.2 0.3
H 0.2 0.1 0.0
H 0.1 -0.1 -0.2
H -0.2 -0.1 -0.2
H -0.3 -0.3 0.0
H -0.2 -0.3 0.2
H 0.3 -0.2 0.2
H 0.4 0.0 -0.2
H 0.1 0.4 0.2
H 0.2 0.1 0.0
H 0.1 0.4 -0.1
H -0.3 0.3 0.0
H -0.4 -0.1 0.1
H 0.0 -0.4 0.0
H 0.0 0.1 -0.3
H 0.0 -0.2 -0.2
H -0.2 -0.4 0.1
H 0.1 0.0 0.2
H -0.1 0.2 0.1
I 0.1 1.1 0.6

- Charge: 0
- <S²>: 2.013
- 2S+1: 3
- DFT total energy: -3185.57578 Ha